{"formula": "C3H4N2O2", "method": "the ωB97M-V functional and the def2-TZVPD basis", "relative_energy_kcal_mol": 96.4, "charge": 0, "lumo_energy_ha": 0.0230, "smiles": "Oc1cc(O)[nH]n1", "elements": ["C", "C", "C", "H", "H", "H", "H", "N", "N", "O", "O"], "coordinates": [[-1.161, -0.060, 0.006], [0.023, -0.936, 0.094], [1.004, 0.077, -0.076], [-2.870, 0.314, 0.409], [0.114, -2.115, -0.280], [2.450, -1.128, 0.169], [0.988, 2.100, 0.374], [0.466, 1.263, -0.155], [-0.965, 1.211, -0.127], [-2.349, -0.487, -0.229], [2.299, -0.240, -0.185]]}